Entry 1:
The following is a quantum chemistry calculation of C2N2O4 in the gas phase at a distorted geometry, from OMol25.

## Properties
HOMO energy, eV: -11.61
Total energy, eV: -13240.188
HOMO-LUMO gap, eV: 9.82
SMILES string: O=c1nnoc(=O)o1

The geometry in ORCA input format:
```
! RIJCOSX wB97M-V def2-TZVPD def2/J DEFGRID3
* xyz 0 1
O -2.30 -0.81 -0.22
C -1.21 -0.30 0.11
N -1.01 1.12 0.22
N 0.12 1.59 -0.07
O 1.30 0.98 -0.14
C 1.09 -0.41 -0.05
O 2.10 -1.12 0.01
O -0.10 -1.05 0.12
*
```

***

Entry 2:
The following is a quantum chemistry calculation of a molecular structure, C29H26AlAs2Br3NO, from OMol25.

## Properties
HOMO energy, eV: -10.69
Total energy, eV: -372432.390
HOMO-LUMO gap, eV: 7.54

The geometry in ORCA input format:
```
! RIJCOSX wB97M-V def2-TZVPD def2/J DEFGRID3
* xyz 1 1
Al 0.69 0.21 -0.25
Br 3.48 0.38 0.55
C 3.77 1.83 -0.65
C 5.02 2.37 -0.69
C 5.26 3.44 -1.58
C 4.26 3.89 -2.38
C 2.96 3.32 -2.33
C 1.93 3.80 -3.18
C 0.68 3.26 -3.13
C 0.41 2.21 -2.22
C 1.36 1.69 -1.37
C 2.67 2.25 -1.44
H 5.81 1.99 -0.06
H 6.25 3.88 -1.62
H 4.44 4.71 -3.07
H 2.15 4.61 -3.86
H -0.10 3.62 -3.78
H -0.60 1.81 -2.19
C -2.47 2.88 2.23
As -0.97 2.50 1.03
C -0.95 4.20 0.10
C 0.47 2.75 2.32
C 0.97 3.99 2.68
C 1.99 4.11 3.61
C 2.52 2.97 4.20
C 2.04 1.72 3.86
C 1.01 1.60 2.92
As 0.48 -0.14 2.25
C 1.48 -1.38 3.34
C -1.33 -0.48 2.84
H -2.17 3.66 2.93
H -2.79 2.00 2.78
H -3.30 3.24 1.62
H -1.22 5.01 0.78
H -1.68 4.16 -0.71
H 0.04 4.38 -0.33
H 0.57 4.89 2.22
H 2.38 5.09 3.87
H 3.32 3.05 4.93
H 2.47 0.84 4.32
H 2.55 -1.29 3.16
H 1.16 -2.39 3.09
H 1.26 -1.18 4.38
H -1.57 0.11 3.72
H -1.40 -1.54 3.09
H -2.03 -0.26 2.04
Br -3.09 -0.25 -3.20
C -1.62 -1.40 -2.97
C -1.43 -2.49 -3.85
C -0.39 -3.35 -3.69
Br -0.20 -4.81 -4.87
C 0.55 -3.16 -2.64
C 1.63 -4.01 -2.33
C 2.44 -3.71 -1.26
C 2.22 -2.55 -0.53
N 1.23 -1.72 -0.80
C 0.37 -2.04 -1.81
C -0.75 -1.17 -1.93
O -0.87 -0.22 -1.02
H -2.13 -2.63 -4.66
H 1.81 -4.89 -2.93
H 3.27 -4.36 -0.99
H 2.88 -2.28 0.29
*
```

***

Entry 3:
The following is a quantum chemistry calculation of a molecular structure, C31H30N6O3SSeW at a distorted geometry, from OMol25.

## Properties
HOMO energy, eV: -13.57
Total energy, eV: -125710.454
HOMO-LUMO gap, eV: 5.54

The geometry in ORCA input format:
```
! RIJCOSX wB97M-V def2-TZVPD def2/J DEFGRID3
* xyz 2 1
W -0.51 -0.41 -0.67
C 0.30 -3.40 3.91
C -1.08 -3.79 3.39
N -1.82 -2.61 3.01
C -1.69 -1.95 1.86
S -0.88 -2.69 0.50
N -2.27 -0.76 1.80
N -2.20 -0.10 0.64
C -2.85 1.04 0.52
C -3.64 1.65 1.62
C -2.89 1.54 -0.85
C -3.54 2.70 -1.27
C -3.62 2.97 -2.62
C -3.05 2.08 -3.53
C -2.38 0.97 -3.04
N -2.28 0.70 -1.73
H 0.85 -4.29 4.18
H 0.22 -2.76 4.79
H 0.86 -2.88 3.14
H -1.65 -4.31 4.17
H -0.99 -4.45 2.53
H -2.32 -2.11 3.73
H -3.55 1.04 2.51
H -4.69 1.72 1.33
H -3.29 2.66 1.83
H -3.97 3.37 -0.54
H -4.10 3.87 -2.98
H -3.10 2.25 -4.59
H -1.90 0.27 -3.72
C -2.67 -2.94 -3.13
O -1.98 -2.60 -4.32
C -0.63 -2.52 -4.26
C 0.12 -2.99 -5.34
C 1.51 -3.00 -5.29
C 2.17 -2.60 -4.15
C 1.46 -2.08 -3.06
C 2.13 -1.72 -1.84
N 1.49 -1.21 -0.83
N 2.24 -0.94 0.30
C 1.56 -0.30 1.21
O 0.28 0.03 0.95
C 2.15 0.12 2.46
C 1.34 0.63 3.47
C 1.91 1.12 4.62
C 3.29 1.13 4.77
C 4.10 0.59 3.78
C 3.54 0.07 2.63
C 0.05 -1.97 -3.16
O -0.64 -1.34 -2.18
H -3.47 -3.61 -3.43
H -3.11 -2.04 -2.66
H -2.02 -3.45 -2.41
H -0.42 -3.36 -6.20
H 2.06 -3.37 -6.14
H 3.25 -2.67 -4.09
H 3.20 -1.89 -1.75
H 0.26 0.63 3.34
H 1.28 1.52 5.41
H 3.73 1.57 5.65
H 5.17 0.58 3.91
H 4.15 -0.34 1.84
Se 0.56 1.53 -1.74
C 1.50 2.92 -0.66
C 2.39 3.77 -1.31
C 2.98 4.79 -0.59
C 2.68 4.96 0.76
C 1.80 4.09 1.39
C 1.19 3.07 0.68
H 2.60 3.63 -2.36
H 3.66 5.47 -1.08
H 3.12 5.78 1.31
H 1.58 4.22 2.44
H 0.48 2.41 1.16
*
```

***

Entry 4:
The following is a quantum chemistry calculation of a molecular structure, C31H32Cl5LaN2O4Si2 at a distorted geometry, from OMol25.

## Properties
HOMO energy, eV: -8.05
Total energy, eV: -123065.243
HOMO-LUMO gap, eV: 7.52

The geometry in ORCA input format:
```
! RIJCOSX wB97M-V def2-TZVPD def2/J DEFGRID3
* xyz 0 1
La -0.03 -1.12 -0.30
C -1.29 -3.97 -1.91
C -2.55 -3.74 -1.38
C -3.36 -2.74 -1.92
C -2.91 -1.99 -2.99
C -1.64 -2.21 -3.51
C -0.83 -3.20 -2.98
H -0.68 -4.78 -1.52
H -2.91 -4.34 -0.55
H -4.35 -2.57 -1.51
H -3.55 -1.23 -3.42
H -1.28 -1.61 -4.34
H 0.14 -3.40 -3.42
Cl 1.77 -3.66 -1.21
C 1.79 -3.76 0.53
C 1.08 -2.77 1.18
C 1.33 -2.69 2.55
Cl 0.70 -1.28 3.34
C 2.08 -3.62 3.25
Cl 2.30 -3.48 4.95
C 2.68 -4.66 2.55
Cl 3.60 -5.86 3.38
C 2.57 -4.71 1.16
Cl 3.40 -5.92 0.26
C -0.55 3.35 2.67
Si 0.02 2.06 1.41
C 1.72 1.47 2.01
C 0.35 3.01 -0.20
C -1.30 0.73 0.99
C -2.04 1.29 -0.18
C -2.87 2.42 -0.10
C -3.50 2.91 -1.22
C -3.29 2.27 -2.44
C -2.47 1.16 -2.45
N -1.87 0.67 -1.36
Si -2.62 0.09 2.19
C -4.21 -0.14 1.18
C -2.37 -1.68 2.87
C -3.06 1.24 3.63
H 0.18 4.16 2.75
H -0.67 2.92 3.67
H -1.50 3.80 2.38
H 2.46 2.23 1.75
H 2.04 0.54 1.54
H 1.76 1.32 3.09
H 1.27 3.59 -0.14
H -0.47 3.70 -0.43
H 0.44 2.34 -1.06
H -3.00 2.91 0.86
H -4.14 3.78 -1.16
H -3.75 2.62 -3.35
H -2.26 0.65 -3.38
H -3.99 -0.68 0.25
H -4.68 0.81 0.91
H -4.95 -0.73 1.73
H -1.77 -2.31 2.20
H -3.35 -2.15 2.97
H -1.89 -1.70 3.85
H -3.36 2.22 3.27
H -2.22 1.38 4.32
H -3.89 0.83 4.21
O 1.08 -0.06 -2.33
C 2.09 0.08 -1.60
O 2.19 -0.51 -0.48
C 3.21 0.99 -2.02
C 3.22 1.58 -3.28
C 4.26 2.42 -3.64
C 5.29 2.68 -2.76
C 5.26 2.09 -1.50
C 4.24 1.25 -1.12
N 6.34 2.37 -0.55
O 7.31 2.98 -0.96
O 6.21 1.98 0.59
H 2.40 1.37 -3.96
H 4.26 2.88 -4.62
H 6.11 3.33 -3.02
H 4.23 0.80 -0.14
*
```

***

Entry 5:
The following is a quantum chemistry calculation of a gas-phase ion, C9H13N2OS (charge +1) at a distorted geometry, from OMol25.

## Properties
HOMO energy (spin up / spin down), eV: -11.27 / -11.27
Total energy, eV: -25394.526
HOMO-LUMO gap (spin up / spin down), eV: 7.34 / 7.34

The geometry in ORCA input format:
```
! RIJCOSX wB97M-V def2-TZVPD def2/J DEFGRID3
* xyz 1 1
C -3.64 -0.17 -0.05
C -2.53 -0.50 -0.85
C -3.40 0.17 1.24
C -1.39 -0.45 -0.13
C 2.09 0.37 0.81
C 0.75 1.84 -0.70
C 1.81 -1.86 -0.26
C 1.09 -0.71 0.53
C -0.03 -0.43 -0.51
N 0.48 -0.86 -1.68
N 1.46 1.68 0.68
O 1.74 -1.28 -1.51
S -1.78 0.18 1.54
H -4.60 -0.13 -0.53
H -2.46 -0.59 -1.93
H -4.02 0.40 2.23
H 2.56 0.35 1.84
H 3.01 0.22 0.13
H 1.56 1.85 -1.39
H -0.01 2.63 -0.70
H 2.89 -1.97 0.17
H 1.18 -2.73 -0.24
H 0.60 -0.88 1.51
H -0.21 -1.39 -2.28
H 0.69 1.83 1.33
H 2.15 2.41 0.75
*
```

***

Entry 6:
The following is a quantum chemistry calculation of a molecular structure, C39H80B3NO14 at a distorted geometry, from OMol25.

## Properties
HOMO energy, eV: -7.50
Total energy, eV: -73929.182
HOMO-LUMO gap, eV: 8.07

The geometry in ORCA input format:
```
! RIJCOSX wB97M-V def2-TZVPD def2/J DEFGRID3
* xyz 0 1
C -0.05 -0.49 -1.05
C -1.37 -0.17 -1.13
B -2.33 -1.40 -1.32
O -2.36 -2.02 -2.57
B -1.89 -3.32 -2.42
O -2.32 -4.06 -1.34
B -2.51 -3.30 -0.16
N -2.05 -3.73 1.09
C -2.89 -3.50 2.28
C -2.12 -2.76 3.36
C -1.87 -1.28 2.97
C -0.39 -0.85 2.93
O -3.09 -2.03 -0.34
H 0.68 -0.18 -1.80
H 0.31 -1.13 -0.24
H -1.69 0.87 -1.07
H -1.09 -3.74 -3.19
H -1.76 -4.71 1.05
H -3.80 -2.94 2.03
H -3.19 -4.48 2.66
H -1.18 -3.28 3.56
H -2.70 -2.77 4.29
H -2.30 -1.11 1.99
H -2.41 -0.63 3.67
H -0.13 -0.59 1.91
H 0.27 -1.62 3.31
H -0.23 0.04 3.54
C 0.99 3.30 5.45
C 1.40 1.84 5.52
O 0.58 0.95 5.44
C 2.87 1.57 5.68
H -0.09 3.36 5.33
H 1.28 3.81 6.36
H 1.47 3.78 4.60
H 3.24 2.01 6.60
H 3.43 1.99 4.83
H 3.05 0.50 5.71
C 3.84 0.66 0.43
C 3.72 0.16 1.85
O 4.23 0.75 2.78
C 2.95 -1.12 2.05
H 4.42 1.59 0.42
H 4.34 -0.08 -0.19
H 2.85 0.86 0.02
H 3.41 -1.94 1.49
H 1.93 -0.98 1.69
H 2.93 -1.37 3.10
C -0.13 5.02 -2.38
C -0.86 3.83 -1.81
O -0.28 2.82 -1.49
C -2.35 3.97 -1.67
H 0.93 4.79 -2.43
H -0.50 5.24 -3.39
H -0.29 5.89 -1.75
H -2.81 4.16 -2.64
H -2.59 4.81 -1.01
H -2.77 3.06 -1.25
C 1.93 -5.40 0.47
C 0.86 -6.42 0.78
O -0.30 -6.10 0.90
C 1.32 -7.85 0.92
H 1.47 -4.41 0.39
H 2.68 -5.39 1.27
H 2.42 -5.65 -0.47
H 2.05 -7.93 1.73
H 1.79 -8.18 -0.01
H 0.46 -8.48 1.15
C -6.64 6.02 -1.61
C -5.39 6.82 -1.32
O -4.29 6.44 -1.67
C -5.57 8.12 -0.58
H -6.37 5.12 -2.15
H -7.14 5.76 -0.68
H -7.33 6.60 -2.22
H -6.02 7.95 0.39
H -6.21 8.79 -1.16
H -4.59 8.59 -0.45
C -10.03 3.09 -1.86
C -9.93 4.23 -2.84
O -9.31 5.24 -2.59
C -10.66 4.06 -4.15
H -9.46 3.34 -0.96
H -11.07 2.91 -1.59
H -9.62 2.18 -2.30
H -11.73 3.92 -3.97
H -10.28 3.19 -4.68
H -10.52 4.95 -4.77
C 6.05 -1.48 6.84
C 5.56 -0.56 7.93
O 5.12 0.54 7.67
C 5.63 -1.06 9.35
H 5.94 -1.00 5.87
H 7.10 -1.73 7.01
H 5.47 -2.41 6.85
H 6.67 -1.29 9.61
H 5.04 -1.97 9.45
H 5.25 -0.31 10.03
C -1.88 12.53 -2.43
C -3.26 11.93 -2.63
O -4.21 12.61 -2.93
C -3.38 10.44 -2.42
H -1.93 13.61 -2.61
H -1.53 12.35 -1.42
H -1.17 12.08 -3.13
H -3.09 10.18 -1.40
H -2.73 9.91 -3.12
H -4.40 10.13 -2.59
C 5.73 -8.79 -1.88
C 4.53 -9.17 -1.05
O 3.58 -8.43 -0.92
C 4.58 -10.52 -0.38
H 5.57 -7.81 -2.31
H 6.63 -8.78 -1.26
H 5.86 -9.52 -2.68
H 5.44 -10.57 0.30
H 4.68 -11.29 -1.14
H 3.67 -10.68 0.19
C 5.21 -14.24 -4.27
C 5.67 -13.42 -3.08
O 5.47 -12.23 -3.02
C 6.38 -14.16 -1.98
H 4.71 -13.59 -4.99
H 6.06 -14.72 -4.74
H 4.51 -15.01 -3.94
H 7.28 -14.64 -2.37
H 5.72 -14.93 -1.57
H 6.65 -13.47 -1.19
C 0.51 9.02 -5.56
C 0.81 7.55 -5.38
O -0.04 6.71 -5.52
C 2.23 7.19 -5.00
H -0.54 9.14 -5.83
H 0.71 9.56 -4.63
H 1.13 9.44 -6.35
H 2.50 7.67 -4.05
H 2.92 7.54 -5.77
H 2.32 6.11 -4.90
*
```

***

Entry 7:
The following is a quantum chemistry calculation of a molecular structure, C28H31BFeO6S at a distorted geometry, from OMol25.

## Properties
HOMO energy (spin up / spin down), eV: -11.86 / -13.44
Total energy, eV: -87703.575
HOMO-LUMO gap (spin up / spin down), eV: 5.21 / 5.22

The geometry in ORCA input format:
```
! RIJCOSX wB97M-V def2-TZVPD def2/J DEFGRID3
* xyz 2 5
C 1.47 -5.87 -2.84
O 0.15 -5.65 -2.27
C 0.01 -4.72 -1.29
C -1.29 -4.53 -0.76
C -1.50 -3.59 0.26
C -0.44 -2.83 0.74
B -0.67 -1.65 1.91
C -0.40 -2.32 3.35
C 0.78 -2.46 4.05
C 0.60 -3.17 5.29
C -0.72 -3.54 5.52
C -1.26 -4.31 6.66
S -1.74 -2.97 4.25
O 0.32 -0.62 1.72
C -0.43 0.49 1.25
C 0.27 1.77 1.64
C -0.51 0.39 -0.28
C -1.87 0.26 1.97
C -1.85 0.67 3.44
C -3.02 0.95 1.26
O -2.02 -1.14 1.89
C 0.83 -3.00 0.23
C 1.09 -3.94 -0.79
H 1.30 -6.64 -3.59
H 1.86 -4.96 -3.33
H 2.20 -6.22 -2.09
H -2.11 -5.13 -1.15
H -2.50 -3.47 0.67
H 1.76 -2.11 3.72
H 1.40 -3.41 5.98
H -0.46 -4.52 7.37
H -2.04 -3.73 7.16
H -1.69 -5.26 6.32
H -0.34 2.63 1.34
H 0.44 1.81 2.73
H 1.24 1.83 1.12
H -1.02 1.27 -0.69
H 0.51 0.37 -0.69
H -1.03 -0.52 -0.61
H -1.81 1.76 3.53
H -2.78 0.33 3.93
H -0.99 0.23 3.98
H -2.86 2.04 1.27
H -3.10 0.61 0.22
H -3.96 0.75 1.79
H 1.68 -2.43 0.61
H 2.10 -4.07 -1.19
O 1.81 7.19 -5.48
C 1.49 6.27 -4.85
Fe 0.82 4.95 -3.92
C -0.16 6.18 -3.17
O -0.84 7.04 -2.79
C -0.43 4.78 -5.17
O -1.25 4.51 -5.96
C 0.31 3.35 -2.38
C 0.59 2.34 -3.30
C 1.55 2.41 -4.28
C 2.37 3.52 -4.53
C 2.92 4.39 -3.57
C 2.51 4.56 -2.26
C 1.21 4.29 -1.85
H -0.67 3.31 -1.89
H -0.05 1.46 -3.29
H 1.61 1.57 -4.97
H 2.80 3.58 -5.53
H 3.80 4.95 -3.89
H 3.15 5.14 -1.59
H 0.88 4.79 -0.94
*
```

***

> The lowest total energy belongs to which entry?

C29H26AlAs2Br3NO

***

> Which of these has the lowest total energy?

C29H26AlAs2Br3NO

***

> Which value of total energy does entry 3 give?

-125710.454 eV

***

> Which formula does entry 3 have?

C31H30N6O3SSeW